Here is 7 unconnected molecules or ions with the total composition C34H66NO20 at a distorted geometry from the Open Molecules 2025 dataset. Energies are from ωB97M-V/def2-TZVPD.

Last column: Löwdin charge in e.
Element x y z (Å)
C1 4.95021 5.36906 -2.22378  -0.052
C2 3.45513 5.16571 -2.32007  -0.202
O1 3.14873 3.82903 -2.77785  -0.040
C3 2.72756 3.68806 -4.06125  -0.465
O2 2.03544 4.49966 -4.66703  0.112
C4 3.11515 2.34451 -4.64572  -0.088
C5 2.01755 1.27889 -4.36175  -0.155
C6 2.46910 0.10209 -3.50069  -0.124
C7 3.62642 -0.75282 -4.07599  -0.236
C8 3.92093 -0.59121 -5.51496  0.048
N1 3.70476 -1.66683 -6.18107  0.137
C9 3.08134 -2.72173 -5.36527  -0.094
C10 3.49028 -2.30235 -3.95385  -0.081
H1 5.12236 6.25088 -1.60367  0.087
H2 5.43966 4.53380 -1.72413  0.074
H3 5.41315 5.56312 -3.19023  0.080
H4 3.00148 5.90863 -2.97071  0.121
H5 3.00748 5.27957 -1.33341  0.105
H6 3.18614 2.50500 -5.72276  0.122
H7 4.09582 2.03293 -4.29012  0.115
H8 1.55594 0.93824 -5.29036  0.120
H9 1.21111 1.76960 -3.81369  0.123
H10 1.61346 -0.55828 -3.34447  0.126
H11 2.76366 0.45560 -2.51985  0.094
H12 4.53560 -0.42997 -3.55671  0.163
H13 4.32337 0.29168 -5.99851  0.161
H14 3.89913 -1.79123 -7.16486  0.185
H15 3.29937 -3.73990 -5.66708  0.136
H16 1.99912 -2.60886 -5.49004  0.141
H17 2.74394 -2.58100 -3.21642  0.129
H18 4.48041 -2.68755 -3.72286  0.128
C11 4.09964 -1.93346 3.10842  -0.051
C12 5.39304 -1.31383 2.62995  -0.191
O3 5.31338 -0.88849 1.25220  0.047
C13 4.65386 0.23759 1.04713  -0.606
O4 4.14907 0.95374 1.86798  0.122
O5 4.63816 0.50513 -0.26608  0.003
C14 3.93208 1.72150 -0.55149  -0.040
H19 3.80334 -2.75509 2.45668  0.062
H20 4.21900 -2.32178 4.11847  0.091
H21 3.29220 -1.20270 3.11665  0.080
H22 6.19826 -2.04437 2.64504  0.125
H23 5.69142 -0.47015 3.25068  0.126
H24 4.32320 2.54546 0.03831  0.085
H25 2.86888 1.59904 -0.34607  0.112
H26 4.07896 1.93874 -1.60336  0.065
C15 0.65412 7.67575 1.87402  -0.059
C16 2.07707 8.02874 2.24953  -0.200
O6 2.68331 6.99461 3.04356  0.048
C17 3.03687 5.89870 2.38567  -0.611
O7 2.94650 5.72395 1.19402  0.097
O8 3.50393 5.01498 3.26035  0.024
C18 3.76649 3.73012 2.68374  -0.048
H27 0.06805 7.44833 2.76490  0.087
H28 0.18058 8.50291 1.34598  0.086
H29 0.62730 6.79895 1.22922  0.059
H30 2.10297 8.91663 2.87661  0.125
H31 2.68871 8.22288 1.36857  0.122
H32 4.40804 3.84181 1.81400  0.078
H33 2.82997 3.25752 2.40056  0.099
H34 4.26541 3.12459 3.42915  0.093
C19 -5.55886 4.66571 0.11610  -0.058
C20 -4.43645 4.46815 1.11065  -0.198
O9 -3.25198 3.94201 0.48519  0.022
C21 -2.52188 4.81575 -0.19711  -0.616
O10 -2.73355 5.99100 -0.31430  0.135
O11 -1.49320 4.15545 -0.73994  -0.008
C22 -0.66652 4.96658 -1.57626  -0.027
H35 -5.76563 3.73414 -0.41263  0.079
H36 -6.46379 4.97951 0.63504  0.083
H37 -5.30377 5.42686 -0.61949  0.077
H38 -4.70886 3.71957 1.85093  0.125
H39 -4.19015 5.39189 1.63261  0.125
H40 -0.31657 5.85009 -1.04699  0.089
H41 -1.21070 5.26041 -2.47233  0.105
H42 0.18597 4.35588 -1.85729  0.081
C23 -7.25728 -1.15378 -0.98629  -0.060
C24 -6.03843 -2.03341 -1.16257  -0.205
O12 -4.98385 -1.35526 -1.86545  0.039
C25 -4.29356 -0.48024 -1.14284  -0.621
O13 -4.43399 -0.25595 0.02941  0.127
O14 -3.38160 0.08174 -1.93450  0.005
C26 -2.57597 1.07334 -1.28691  -0.033
H43 -7.59619 -0.77811 -1.95232  0.083
H44 -8.06522 -1.72367 -0.52843  0.082
H45 -7.03520 -0.29861 -0.34975  0.074
H46 -6.28458 -2.89456 -1.77941  0.125
H47 -5.66646 -2.40024 -0.20657  0.116
H48 -2.10678 0.66827 -0.39288  0.102
H49 -3.17395 1.93988 -1.02310  0.079
H50 -1.81335 1.36458 -2.00361  0.085
C27 -5.04385 -5.73465 2.74829  -0.064
C28 -6.35772 -5.10771 2.33269  -0.210
O15 -6.81474 -5.61344 1.06851  0.030
C29 -7.34138 -6.83507 1.09967  -0.621
O16 -7.49615 -7.51658 2.07567  0.130
O17 -7.69744 -7.16053 -0.14101  0.004
C30 -8.25895 -8.47036 -0.26611  -0.036
H51 -4.29661 -5.60333 1.96462  0.081
H52 -4.67818 -5.26682 3.66200  0.080
H53 -5.15973 -6.80131 2.93132  0.075
H54 -6.22741 -4.03851 2.17618  0.116
H55 -7.12658 -5.24819 3.09138  0.125
H56 -9.09257 -8.60185 0.41918  0.097
H57 -7.50016 -9.22661 -0.07338  0.098
H58 -8.60661 -8.55060 -1.29124  0.093
C31 0.90854 -7.55553 6.27703  -0.062
C32 0.62600 -6.08126 6.09040  -0.204
O18 1.54550 -5.46835 5.16845  0.040
C33 1.30717 -5.70495 3.88633  -0.618
O19 0.39031 -6.32997 3.42853  0.129
O20 2.25594 -5.09226 3.17122  -0.006
C34 2.14848 -5.30881 1.76483  -0.046
H59 1.94340 -7.70800 6.58504  0.083
H60 0.25238 -7.96524 7.04406  0.083
H61 0.74266 -8.10760 5.35348  0.076
H62 0.77459 -5.54235 7.02326  0.123
H63 -0.39505 -5.90509 5.75431  0.123
H64 1.15527 -5.04872 1.40554  0.096
H65 2.36783 -6.34740 1.52255  0.100
H66 2.88975 -4.66202 1.30300  0.078

Atoms 1-3, force components in eV/Å:
-0.01 0.21 0.14
-0.18 0.50 0.56
0.20 -0.12 -1.14

Net charge ... +1
Calculated total energy ... -78763.5925 eV
ΔE to the lowest compared entry with this formula, charge and spin ... 0.0 kJ/mol
HOMO level ... -11.91 eV
Orbital gap ... 7.520 eV